Record 1
This record from OMol25 describes a structure of composition C38H45BaN7O3S. The level of theory is ωB97M-V/def2-TZVPD.

Positions of all 95 atoms, in Å:
1 Ba -0.195 -0.653 0.406
2 C -3.257 -2.371 -2.260
3 C -2.266 -2.080 -3.390
4 C -0.957 -1.421 -2.913
5 N -1.208 -0.389 -1.942
6 C -1.761 0.732 -2.312
7 C -1.829 1.182 -3.657
8 C -2.557 2.178 -4.262
9 C -3.642 2.882 -3.759
10 C -4.116 2.799 -2.455
11 C -3.507 2.259 -1.350
12 C -2.258 1.577 -1.199
13 N -1.580 1.530 -0.098
14 C -1.944 2.384 1.000
15 C -2.863 1.712 2.029
16 C -2.106 0.728 2.931
17 N -1.911 -0.531 2.269
18 C -2.798 -1.470 2.409
19 C -4.043 -1.336 3.081
20 C -4.862 -2.306 3.620
21 C -4.603 -3.652 3.813
22 C -3.504 -4.355 3.312
23 C -2.634 -3.969 2.330
24 C -2.509 -2.714 1.658
25 N -2.061 -2.519 0.464
26 C -1.886 -3.605 -0.451
27 C -3.021 -3.661 -1.479
28 H -4.258 -2.438 -2.698
29 H -3.245 -1.530 -1.568
30 H -2.762 -1.401 -4.094
31 H -2.021 -3.004 -3.926
32 H -0.405 -1.046 -3.790
33 H -0.317 -2.162 -2.442
34 H -1.125 0.679 -4.313
35 H -2.309 2.369 -5.306
36 H -4.190 3.511 -4.453
37 H -5.080 3.277 -2.282
38 H -4.070 2.348 -0.428
39 H -2.424 3.312 0.644
40 H -1.015 2.653 1.508
41 H -3.650 1.165 1.505
42 H -3.328 2.489 2.647
43 H -2.646 0.604 3.882
44 H -1.122 1.151 3.149
45 H -4.422 -0.321 3.157
46 H -5.800 -1.944 4.042
47 H -5.313 -4.215 4.414
48 H -3.374 -5.365 3.700
49 H -1.895 -4.704 2.032
50 H -1.843 -4.584 0.046
51 H -0.945 -3.446 -0.968
52 H -3.944 -3.898 -0.940
53 H -2.815 -4.480 -2.178
54 C 6.367 -0.688 -1.166
55 C 6.108 -0.144 0.239
56 N 5.384 1.100 0.229
57 C 6.123 2.337 0.271
58 C 6.229 2.907 1.688
59 C 4.011 1.123 0.158
60 S 3.219 -0.322 -0.184
61 N 3.497 2.342 0.249
62 C 2.259 2.678 0.588
63 O 1.405 2.013 1.183
64 C 2.003 4.143 0.317
65 C 3.029 5.078 0.413
66 C 2.776 6.424 0.229
67 C 1.491 6.862 -0.048
68 C 0.468 5.934 -0.165
69 C 0.721 4.587 0.010
70 H 6.939 -1.612 -1.108
71 H 6.914 0.033 -1.772
72 H 5.407 -0.889 -1.631
73 H 7.056 0.007 0.770
74 H 5.508 -0.878 0.785
75 H 5.596 3.059 -0.360
76 H 7.124 2.164 -0.141
77 H 5.227 3.083 2.068
78 H 6.784 3.844 1.680
79 H 6.731 2.204 2.351
80 H 4.028 4.740 0.639
81 H 3.585 7.139 0.310
82 H 1.289 7.918 -0.179
83 H -0.538 6.265 -0.388
84 H -0.069 3.862 -0.095
85 O 1.637 -2.969 -1.732
86 C 1.565 -3.506 -0.639
87 C 2.048 -4.957 -0.400
88 C 1.580 -5.233 1.013
89 C 1.069 -3.846 1.490
90 O 0.709 -3.632 2.633
91 N 1.072 -2.969 0.480
92 H 3.133 -4.988 -0.507
93 H 1.608 -5.620 -1.144
94 H 2.357 -5.605 1.681
95 H 0.750 -5.941 1.047

The calculation puts the largest force on an atom at 2.50 eV Å⁻¹. The HOMO energy is -1.602 eV. The total energy comes out at -2507.85308 Eh. For the energy above the lowest of the compared OMol25 structures with the same formula, charge and spin, the calculation gives 18.3 kcal/mol. The total charge is -2.

---

Record 2
This record from OMol25 describes an isolated molecule of C2H5N5S. The level of theory is ωB97M-V/def2-TZVPD.

Positions of all 13 atoms, in Å:
1 N 2.645 -0.147 -0.123
2 N 1.574 -1.063 -0.104
3 C 0.450 -0.480 -0.045
4 N -0.804 -1.118 -0.051
5 C -1.653 -0.170 -0.083
6 S -3.392 -0.336 -0.078
7 N -1.123 1.123 -0.179
8 N 0.264 0.931 0.026
9 H 2.593 0.457 0.690
10 H 3.485 -0.703 -0.085
11 H -3.353 -1.643 0.217
12 H -1.501 1.760 0.513
13 H 0.814 1.391 -0.700

The calculation puts the largest force on an atom at 0.43 eV Å⁻¹. The HOMO energy is -8.097 eV. The total energy comes out at -751.12394 Eh. For the energy above the lowest of the compared OMol25 structures with the same formula, charge and spin, the calculation gives 11.2 kcal/mol. Its SMILES is N/N=c1/nc(S)[nH][nH]1.

---

Record 3
This record from OMol25 describes a structure of composition C28H20EuF6N9O4S4. The level of theory is ωB97M-V/def2-TZVPD.

Positions of all 72 atoms, in Å:
1 Eu 0.453 0.151 -0.210
2 C -0.160 3.403 3.492
3 C -0.686 4.555 2.919
4 C -1.058 4.516 1.596
5 C -0.875 3.340 0.850
6 N -0.370 2.217 1.405
7 C -0.035 2.279 2.700
8 N -1.279 3.381 -0.469
9 C -0.555 2.855 -1.398
10 N 0.680 2.315 -1.212
11 C 1.228 2.065 -2.435
12 N 2.471 1.791 -2.634
13 C 3.334 1.570 -1.584
14 C 4.654 2.020 -1.759
15 C 5.588 1.793 -0.776
16 C 5.200 1.094 0.362
17 C 3.893 0.663 0.452
18 N 2.956 0.894 -0.477
19 C 0.229 2.335 -3.499
20 C 0.232 2.134 -4.864
21 C -0.918 2.471 -5.572
22 C -2.012 3.036 -4.930
23 C -2.004 3.253 -3.556
24 C -0.884 2.865 -2.848
25 H 0.151 3.383 4.527
26 H -0.796 5.463 3.500
27 H -1.467 5.384 1.097
28 H 0.370 1.367 3.119
29 H 4.891 2.541 -2.675
30 H 6.609 2.137 -0.892
31 H 5.900 0.880 1.157
32 H 3.570 0.096 1.316
33 H 1.099 1.724 -5.362
34 H -0.954 2.294 -6.640
35 H -2.885 3.317 -5.507
36 H -2.847 3.708 -3.052
37 C 1.062 -1.687 5.415
38 S -0.096 -2.591 4.355
39 C 0.066 -1.786 2.790
40 S 1.412 -0.810 2.388
41 N -0.904 -2.157 1.997
42 N -1.158 -1.435 0.900
43 C -1.905 -1.959 -0.010
44 C -2.511 -1.078 -0.992
45 C -3.381 -1.562 -1.970
46 C -4.146 -0.669 -2.694
47 C -4.046 0.679 -2.397
48 C -3.108 1.080 -1.456
49 N -2.316 0.242 -0.796
50 H 1.321 -2.342 6.245
51 H 0.579 -0.784 5.784
52 H 1.941 -1.438 4.827
53 H -2.227 -2.994 0.036
54 H -3.448 -2.630 -2.134
55 H -4.833 -1.015 -3.456
56 H -4.667 1.413 -2.892
57 H -2.995 2.123 -1.198
58 F 0.464 -4.582 0.636
59 C 0.351 -4.629 -0.684
60 F 0.899 -5.760 -1.125
61 F -0.943 -4.638 -1.015
62 S 1.241 -3.158 -1.425
63 O 1.143 -2.074 -0.468
64 O 2.546 -3.649 -1.719
65 N 0.323 -2.901 -2.695
66 S 0.305 -1.464 -3.316
67 O 0.094 -0.429 -2.307
68 O -0.492 -1.374 -4.492
69 C 2.090 -1.261 -3.863
70 F 2.821 -1.045 -2.768
71 F 2.513 -2.380 -4.448
72 F 2.284 -0.271 -4.718

The calculation puts the largest force on an atom at 3.26 eV Å⁻¹. The HOMO energy (spin up / spin down) is -3.177 / -4.901 eV. Its spin multiplicity is 8. The total energy comes out at -4775.23089 Eh. For the energy above the lowest of the compared OMol25 structures with the same formula, charge and spin, the calculation gives 0.0 kcal/mol. The total charge is -1. Its expectation value of S² is 15.759.

---

Record 4
This record from OMol25 describes a cluster of 2 separate species, C4H3N4O3 in total. The level of theory is ωB97M-V/def2-TZVPD.

Positions of all 14 atoms, in Å:
1 C 0.744 -0.538 -1.856
2 C 1.852 -0.522 -1.037
3 C -0.495 -0.561 -1.223
4 C 0.607 -0.659 0.916
5 N 1.786 -0.596 0.281
6 N -0.976 2.652 1.372
7 N -0.591 -0.568 0.100
8 N -1.609 2.018 2.025
9 O -1.735 -0.478 0.678
10 O -2.299 1.482 2.770
11 O 0.484 -0.733 2.128
12 H 0.810 -0.510 -2.934
13 H 2.855 -0.444 -1.451
14 H -1.431 -0.542 -1.769

The calculation puts the largest force on an atom at 2.79 eV Å⁻¹. The HOMO energy (spin up / spin down) is -3.267 / -3.268 eV. The total energy comes out at -598.92561 Eh. For the energy above the lowest of the compared OMol25 structures with the same formula, charge and spin, the calculation gives 0.0 kcal/mol. The total charge is -1.